160
Properties=species:S:1:pos:R:3 method="wB97M-V/def2-TZVPD" total_energy_ev=-149126.615 gap_ev=10.1 smiles="CCOP(=O)(OCC)OCC.CCOP(=O)(OCC)OCC.CCOP(=O)(OCC)OCC.CCOP(=O)(OCC)OCC.C[N+](=O)[O-].C[N+](=O)[O-].C[N+](=O)[O-].C[N+](=O)[O-].C[N+](=O)[O-].C[N+](=O)[O-].C[N+](=O)[O-].C[N+](=O)[O-]"
C -13.09 -5.44 1.00
C -11.87 -5.96 1.69
O -10.77 -5.08 1.58
P -9.94 -4.82 0.15
O -9.75 -6.01 -0.73
O -8.61 -4.06 0.59
C -7.41 -4.71 1.00
C -6.26 -3.69 0.80
O -10.82 -3.55 -0.51
C -10.94 -2.35 0.31
C -11.16 -1.19 -0.72
H -13.87 -6.21 0.97
H -13.66 -4.69 1.55
H -12.86 -5.29 -0.05
H -12.05 -6.13 2.75
H -11.44 -6.90 1.31
H -7.41 -5.16 2.00
H -7.25 -5.59 0.39
H -5.42 -4.05 1.40
H -5.88 -3.51 -0.21
H -6.49 -2.68 1.15
H -11.77 -2.51 0.99
H -9.99 -2.21 0.82
H -11.17 -0.23 -0.22
H -10.28 -1.07 -1.35
H -12.05 -1.19 -1.34
C 1.20 4.29 -1.18
C 0.97 5.60 -1.93
O 1.74 6.65 -1.36
P 2.22 7.94 -2.19
O 2.75 7.60 -3.55
O 0.96 9.01 -2.12
C 0.34 9.60 -3.25
C 1.31 10.65 -3.86
O 3.28 8.62 -1.09
C 4.09 9.78 -1.27
C 5.47 9.50 -1.89
H 1.19 4.35 -0.09
H 0.52 3.50 -1.48
H 2.23 3.96 -1.30
H 1.04 5.49 -3.02
H -0.07 5.88 -1.78
H 0.14 8.82 -3.97
H -0.59 10.07 -2.91
H 1.60 11.29 -3.02
H 2.20 10.11 -4.18
H 0.90 11.13 -4.75
H 3.58 10.61 -1.75
H 4.15 10.21 -0.27
H 6.06 8.90 -1.20
H 5.39 8.84 -2.75
H 6.08 10.36 -2.17
C 3.64 -2.17 -6.98
C 5.08 -1.95 -7.16
O 5.26 -0.58 -6.89
P 6.13 -0.16 -5.60
O 5.79 -0.88 -4.34
O 7.66 -0.36 -6.07
C 8.66 -0.33 -5.05
C 9.96 -0.88 -5.83
O 5.96 1.44 -5.55
C 5.81 2.22 -6.70
C 7.22 2.90 -6.87
H 3.09 -1.40 -7.54
H 3.38 -3.22 -7.12
H 3.44 -1.93 -5.94
H 5.71 -2.67 -6.63
H 5.34 -2.08 -8.21
H 8.80 0.71 -4.75
H 8.60 -0.88 -4.10
H 10.87 -0.93 -5.22
H 9.74 -1.86 -6.25
H 10.20 -0.18 -6.63
H 5.53 1.64 -7.58
H 5.13 3.07 -6.59
H 7.63 3.49 -6.06
H 8.01 2.25 -7.24
H 7.12 3.67 -7.63
C -8.30 0.68 5.79
C -7.33 0.65 6.97
O -6.10 0.21 6.46
P -4.82 0.27 7.49
O -5.12 -0.41 8.79
O -3.62 -0.36 6.55
C -3.54 0.14 5.18
C -2.52 1.36 5.10
O -4.42 1.86 7.49
C -3.45 2.31 8.40
C -3.06 3.74 8.05
H -8.50 -0.33 5.41
H -9.31 0.88 6.15
H -7.98 1.42 5.06
H -7.11 1.55 7.54
H -7.70 -0.13 7.64
H -3.15 -0.76 4.69
H -4.49 0.51 4.81
H -2.19 1.43 4.07
H -3.01 2.28 5.41
H -1.69 1.18 5.78
H -3.96 2.26 9.36
H -2.57 1.68 8.55
H -2.16 4.05 8.59
H -2.82 3.83 6.99
H -3.78 4.54 8.18
C 2.85 3.87 4.09
N 4.11 3.94 4.84
O 5.12 3.50 4.32
O 4.12 4.28 6.04
H 2.61 2.82 3.91
H 3.00 4.45 3.19
H 2.04 4.32 4.67
C 2.60 -2.77 5.62
N 3.21 -1.47 6.05
O 4.47 -1.47 6.13
O 2.48 -0.53 6.31
H 3.21 -3.11 4.78
H 1.56 -2.60 5.35
H 2.57 -3.44 6.49
C 6.40 -5.42 -2.65
N 7.72 -5.05 -3.27
O 7.89 -5.18 -4.46
O 8.56 -4.73 -2.47
H 5.66 -5.82 -3.35
H 6.00 -4.52 -2.17
H 6.67 -6.17 -1.91
C -2.53 1.17 -6.55
N -1.93 0.24 -5.58
O -2.19 0.40 -4.38
O -1.21 -0.71 -5.95
H -2.83 0.57 -7.41
H -1.70 1.82 -6.82
H -3.32 1.79 -6.12
C -1.07 -6.65 -0.40
N -0.53 -5.99 -1.53
O -1.31 -5.33 -2.13
O 0.68 -6.20 -1.74
H -1.32 -5.88 0.33
H -0.38 -7.40 -0.02
H -1.94 -7.26 -0.66
C 1.72 -1.69 -0.84
N 0.98 -1.57 0.44
O 1.46 -0.92 1.34
O -0.08 -2.16 0.57
H 0.99 -1.50 -1.63
H 2.08 -2.71 -0.93
H 2.60 -1.05 -0.80
C 2.93 -8.44 2.53
N 2.62 -6.98 2.46
O 3.39 -6.27 1.80
O 1.52 -6.62 2.93
H 3.89 -8.60 2.03
H 2.23 -9.05 1.97
H 2.94 -8.73 3.58
C 7.00 -1.12 2.17
N 7.97 -2.30 2.16
O 7.55 -3.38 1.69
O 9.05 -2.10 2.67
H 7.29 -0.40 1.41
H 6.96 -0.73 3.18
H 6.03 -1.45 1.79